Below is 16 unconnected molecules or ions with the total composition C18H39Cl30N2O4P, with properties calculated with the ωB97M-V functional and the def2-TZVPD basis.

Last column: Löwdin charge in e.
Element x y z (Å)
C -1.8956 -1.3910 -0.4315  -0.146
C -0.7054 -1.0479 -1.4023  -0.266
N 0.5898 -1.2380 -0.6739  0.047
C 0.8707 -0.2045 0.2592  -0.570
O 1.6213 0.6745 -0.0259  0.113
O 0.2875 -0.2773 1.5306  -0.094
P -0.1005 1.2613 2.1085  0.503
N 1.1392 1.8741 2.8137  -0.136
O -0.6134 2.2645 0.9098  -0.135
O -1.3088 1.1283 3.1884  -0.146
H -2.1638 -0.5170 0.2057  0.052
H -2.7688 -1.7913 -0.9906  -0.017
H -1.4806 -2.1453 0.2716  0.066
H -0.7420 -0.0008 -1.7754  0.119
H -0.7908 -1.8026 -2.2186  0.009
H 1.3229 -1.1561 -1.3776  0.129
H 1.4193 2.7637 2.4027  -0.027
H -0.9877 1.7830 0.1480  0.072
H -1.9122 0.3749 3.0296  -0.012
C 2.9537 3.9438 -0.6212  -1.034
Cl 2.3422 5.4038 0.1717  0.481
Cl 2.9705 4.1161 -2.3832  0.486
H 3.9642 3.7570 -0.2779  -0.026
H 2.3114 3.1071 -0.3591  0.001
C -3.0903 -2.1281 4.6465  -0.973
Cl -2.8438 -1.8382 2.9173  0.558
Cl -3.2279 -3.8545 4.9925  0.537
H -2.2438 -1.7246 5.1942  0.037
H -4.0045 -1.6330 4.9591  0.035
C 6.5780 2.2290 -2.8325  -1.031
Cl 5.4698 2.0485 -1.4680  0.548
Cl 7.7731 3.4963 -2.5317  0.508
H 7.0961 1.2877 -2.9895  0.027
H 6.0039 2.4916 -3.7176  -0.088
C 3.4877 3.9525 -6.1985  -1.035
Cl 4.9474 3.8877 -5.1999  0.561
Cl 3.7747 4.8050 -7.7163  0.490
H 3.1721 2.9413 -6.4202  -0.076
H 2.7098 4.4717 -5.6457  0.026
C -1.1126 -6.6098 6.2648  -1.012
Cl -2.7908 -7.1629 6.3426  0.522
Cl -0.0990 -7.7516 5.3753  0.531
H -1.0841 -5.6477 5.7624  -0.010
H -0.7280 -6.5122 7.2753  0.031
C 1.5450 7.6852 3.2211  -1.059
Cl 1.7995 8.0095 1.4999  0.482
Cl 1.4250 5.9479 3.5103  0.505
H 2.3833 8.0793 3.7860  -0.021
H 0.6270 8.1627 3.5402  -0.020
C 1.4130 1.1000 -8.3561  -0.979
Cl 1.0834 2.8400 -8.3530  0.511
Cl 2.4550 0.6141 -7.0112  0.543
H 0.4709 0.5667 -8.2730  0.025
H 1.9050 0.8406 -9.2884  0.030
C 1.7181 10.1085 6.4984  -0.982
Cl 3.3331 9.9327 5.8006  0.527
Cl 0.6937 8.7190 6.1192  0.539
H 1.8092 10.1912 7.5772  0.028
H 1.2570 11.0045 6.0947  0.028
C -1.9747 -3.5130 -4.9107  -1.004
Cl -2.1777 -2.1020 -3.8609  0.601
Cl -0.5769 -3.3271 -5.9756  0.500
H -1.8292 -4.3928 -4.2907  0.031
H -2.8663 -3.6292 -5.5171  -0.043
C 0.9707 4.9830 7.4810  -1.028
Cl -0.1801 4.6883 8.7919  0.496
Cl 2.1192 6.2581 7.9021  0.478
H 1.5199 4.0678 7.2835  0.030
H 0.4224 5.2852 6.5935  0.005
C -4.3043 -4.3609 -8.3973  -1.001
Cl -5.5214 -4.5924 -7.1359  0.509
Cl -3.2149 -3.0255 -8.0040  0.530
H -3.7212 -5.2717 -8.4932  0.030
H -4.8063 -4.1405 -9.3343  0.026
C 2.1020 -9.1733 2.5596  -1.039
Cl 1.5500 -9.4861 0.9097  0.499
Cl 3.2876 -7.8641 2.6080  0.499
H 1.2471 -8.8927 3.1666  -0.029
H 2.5591 -10.0757 2.9536  0.027
C -5.1090 -4.2241 -0.1375  -0.989
Cl -5.2498 -2.8347 0.9367  0.505
Cl -3.7109 -4.0342 -1.1986  0.549
H -4.9777 -5.1227 0.4577  0.030
H -6.0101 -4.3045 -0.7376  0.029
C -0.9357 6.4807 -8.2540  -1.019
Cl 0.6439 6.2223 -9.0039  0.486
Cl -2.0150 5.1065 -8.5230  0.492
H -0.7980 6.6142 -7.1854  0.027
H -1.3866 7.3695 -8.6843  0.024
C -2.9672 -10.7010 7.6854  -1.040
Cl -4.6448 -11.2529 7.7657  0.498
Cl -1.9547 -11.8422 6.7922  0.495
H -2.9378 -9.7386 7.1833  -0.044
H -2.5806 -10.6046 8.6953  0.027

Output
**Charge**: 0
**Frontier orbital gap**: 0.325 Ha
**Max |F|**: 3.8 eV/Å

Below is 3 unconnected molecules or ions with the total composition C18H39FN2O12P2S2, with properties calculated with the ωB97M-V functional and the def2-TZVPD basis.

Last column: Löwdin charge in e.
Element x y z (Å)
C -2.7530 -0.6774 2.2710  -0.165
C -3.6728 0.1555 3.2316  -0.511
S -3.4064 -0.2040 5.0204  0.801
C -3.6619 -2.0353 5.0489  -0.498
N -3.4169 -2.5392 6.4293  -0.439
S -2.1467 -1.7235 7.2769  0.784
C -3.2335 -3.9650 6.4337  -0.567
O -4.0110 -4.6448 6.9664  0.232
O -2.1138 -4.5678 5.8201  0.084
C -2.3590 -4.9586 4.5102  -0.484
O -3.3733 -5.4920 4.2546  0.198
N -1.4403 -4.6909 3.4251  0.214
C -0.1287 -4.3181 3.8356  -0.525
O 0.4968 -3.6089 3.1513  0.175
F 0.4437 -4.7916 4.9522  0.147
H -2.4827 -0.0311 1.4094  0.063
H -3.2883 -1.5672 1.8636  0.074
H -1.8049 -1.0327 2.7260  0.060
H -3.4874 1.2277 3.0426  0.071
H -4.7228 -0.1306 2.9930  0.071
H -2.9666 -2.4655 4.2867  0.060
H -4.7026 -2.3048 4.7522  0.115
H -0.9437 -2.0689 6.7115  -0.107
H -1.8101 -3.8664 2.9411  0.147
O -1.1540 2.1487 -0.4811  -0.219
P -0.7422 3.1390 -1.5474  0.690
O -1.9218 4.2700 -1.2701  -0.231
C -2.0071 4.8630 0.0226  -0.292
C -0.9220 5.9026 0.2357  -0.077
O -1.4157 2.3088 -2.8104  -0.244
C -1.4384 0.8779 -2.8089  -0.283
C -2.8220 0.3788 -2.4390  -0.073
O -0.0075 4.1340 -2.6676  -0.249
C -0.7485 4.7521 -3.7275  -0.272
C -0.9104 6.2381 -3.4772  -0.074
H -1.9599 4.0968 0.8004  0.101
H -2.9885 5.3352 0.0966  0.120
H 0.0723 5.4739 0.0813  0.074
H -0.9750 6.3089 1.2475  0.079
H -1.0309 6.7274 -0.4694  0.067
H -0.6792 0.4730 -2.1387  0.083
H -1.1860 0.5444 -3.8177  0.118
H -3.1810 0.8333 -1.5152  0.067
H -2.8235 -0.7064 -2.3178  0.077
H -3.5413 0.6414 -3.2181  0.075
H -1.7205 4.2910 -3.8861  0.112
H -0.1629 4.6023 -4.6371  0.122
H -1.6900 6.4229 -2.7375  0.062
H -1.2045 6.7505 -4.3955  0.079
H 0.0126 6.6791 -3.0975  0.081
O 1.5868 -1.1914 -2.1612  -0.215
P 3.0497 -0.8541 -2.3311  0.680
O 3.6737 -2.3849 -2.3356  -0.225
C 3.2000 -3.3107 -3.3102  -0.290
C 3.7928 -3.0353 -4.6800  -0.078
O 3.3313 -0.4000 -0.7656  -0.239
C 2.3002 0.2210 0.0028  -0.287
C 1.6920 -0.7813 0.9646  -0.069
O 4.5159 -0.1855 -2.7511  -0.244
C 5.7196 -0.5110 -2.0448  -0.272
C 6.6156 -1.3972 -2.8866  -0.075
H 2.1084 -3.2948 -3.3560  0.104
H 3.4924 -4.3078 -2.9766  0.120
H 3.5875 -2.0102 -5.0011  0.074
H 3.3806 -3.7235 -5.4204  0.079
H 4.8764 -3.1582 -4.6659  0.067
H 1.5392 0.6610 -0.6445  0.081
H 2.7542 1.0391 0.5671  0.118
H 1.3843 -1.6941 0.4550  0.074
H 0.8238 -0.3549 1.4719  0.070
H 2.4247 -1.0752 1.7194  0.078
H 5.5292 -0.9783 -1.0812  0.113
H 6.2275 0.4369 -1.8540  0.122
H 6.2569 -2.4269 -2.8805  0.062
H 7.6316 -1.4037 -2.4865  0.079
H 6.6390 -1.0645 -3.9256  0.081

Output
**Charge**: 0
**Frontier orbital gap**: 0.275 Ha
**SMILES string**: CCSCN(S)C(=O)OC(=O)NC(=O)F.CCOP(=O)(OCC)OCC.CCOP(=O)(OCC)OCC
**Max |F|**: 9.0 eV/Å

Below is 2 unconnected molecules or ions with the total composition C18H39N2O5S, with properties calculated with the ωB97M-V functional and the def2-TZVPD basis.

Last column: natural (NBO) charge in e.
Element x y z (Å)
C -2.7289 5.0426 2.1038  -0.250
O -2.3842 3.7086 2.4287  -0.552
C -3.3147 2.7484 1.9689  -0.050
C -2.7939 1.3616 2.3025  -0.413
C -3.3144 0.2994 1.3346  -0.403
C -3.0318 -1.1321 1.8074  -0.385
C -1.7540 -1.7629 1.2506  -0.405
C -1.5975 -1.7235 -0.2786  -0.401
C -0.3643 -0.9533 -0.7412  -0.399
C -0.1178 -1.0782 -2.2547  -0.398
C 1.0197 -2.0474 -2.5823  -0.405
C 2.4357 -1.4841 -2.4220  -0.423
C 2.7376 -0.2561 -3.2633  -0.052
N 3.0337 -0.6745 -4.6748  -0.527
C 2.9189 0.4730 -5.6261  -0.215
C 3.9381 1.5456 -5.2500  -0.432
C 4.1351 1.7863 -3.7379  -0.417
C 3.9631 0.5555 -2.8403  -0.052
N 5.1285 -0.3246 -2.9820  -0.877
H -3.7913 5.1385 1.8603  0.173
H -2.5165 5.6786 2.9643  0.190
H -2.1415 5.3927 1.2484  0.170
H -3.4591 2.8505 0.8829  0.155
H -4.2883 2.9143 2.4502  0.166
H -1.7015 1.4064 2.2853  0.207
H -3.1016 1.0875 3.3157  0.192
H -2.8659 0.4812 0.3517  0.188
H -4.3907 0.4408 1.2022  0.206
H -2.9303 -1.1102 2.8964  0.211
H -3.8832 -1.7860 1.6069  0.206
H -1.7231 -2.8008 1.5804  0.231
H -0.8894 -1.2816 1.7204  0.192
H -2.4795 -1.2804 -0.7519  0.201
H -1.5266 -2.7452 -0.6659  0.200
H -0.4697 0.0975 -0.4576  0.206
H 0.5038 -1.3339 -0.1896  0.190
H 0.0566 -0.0873 -2.6844  0.184
H -1.0257 -1.4446 -2.7385  0.222
H 0.9412 -2.8918 -1.8924  0.234
H 0.8948 -2.4853 -3.5808  0.190
H 2.6333 -1.2475 -1.3724  0.236
H 3.1541 -2.2666 -2.6938  0.215
H 1.8791 0.4141 -3.3205  0.225
H 2.4406 -1.4564 -4.9537  0.435
H 4.0153 -1.0015 -4.6475  0.460
H 1.8859 0.8173 -5.5806  0.220
H 3.1100 0.0968 -6.6294  0.234
H 4.8949 1.2803 -5.7021  0.224
H 3.6161 2.4747 -5.7178  0.249
H 3.4782 2.5800 -3.3778  0.231
H 5.1546 2.1547 -3.6092  0.231
H 3.7729 0.8911 -1.8162  0.210
H 5.9918 0.2018 -2.8983  0.388
H 5.1518 -1.0294 -2.2504  0.382
C -2.4152 -0.7051 6.4600  -0.099
C -0.9182 -0.6285 6.2261  -0.101
O -0.5135 -2.0068 6.2034  -0.688
S -1.6585 -2.9094 5.5573  2.554
O -1.3915 -3.1341 4.1808  -0.915
O -1.9138 -3.9948 6.4286  -0.885
O -2.8229 -1.8218 5.6522  -0.693
H -2.6573 -0.9093 7.5032  0.202
H -2.9495 0.1747 6.1127  0.214
H -0.3807 -0.1348 7.0302  0.219
H -0.6789 -0.1646 5.2678  0.194

Output
**Charge**: +1
**Frontier orbital gap**: 0.324 Ha
**Max |F|**: 0.2 eV/Å